Record 1
Molecular formula: C9H14O
Method: DFT, the ωB97M-V functional and the def2-TZVPD basis

Atoms and positions in Å:
C1 -1.07038 -3.02618 1.12859
C2 0.03764 -3.32940 0.08545
H1 -1.73865 -2.31371 0.63483
H2 -1.64265 -3.87646 1.48085
H3 -0.76279 -2.44625 1.98360
H4 0.86009 -2.62466 0.26433
H5 -0.34311 -3.04615 -0.88484
H6 0.42747 -4.33824 0.00122
C3 2.01311 0.51219 1.95606
C4 1.37984 0.34906 -0.45862
C5 1.03688 0.75391 0.81721
C6 0.51911 0.58066 -1.50778
C7 -0.23516 1.35058 1.06639
C8 -0.74264 1.16896 -1.24349
C9 -1.13963 1.61213 0.07817
O1 -1.46944 1.42447 -2.29262
H7 2.30087 -0.17286 -0.66547
H8 0.79739 0.41584 -2.53972
H9 2.43062 1.34393 2.52455
H10 2.83333 -0.06142 1.55238
H11 -0.28807 1.84820 2.03020
H12 -2.06623 2.15578 0.15185
H13 -2.36551 1.81995 -2.19097
H14 1.34147 -0.05140 2.61879

## Properties
ΔE to the lowest compared entry with this formula, charge and spin = 0.610 eV
Multiplicity = 2
Energy = -11598.95765 eV
HOMO energy (spin up / spin down) = -14.0155 / -14.4524 eV
Net charge = +1
Largest force on an atom = 1.92 eV/A
Gap between HOMO and LUMO (spin up / spin down) = 10.26 / 6.99 eV
<S²> = 0.7671

These are the natural (NBO) partial charges, in e, on atoms 1 to 6: number 1, C, carries -0.61; number 2, C, carries -0.61; number 3, H, carries 0.19; number 4, H, carries 0.23; number 5, H, carries 0.20; number 6, H, carries 0.18

=====

Record 2
Molecular formula: C21H29N3O4
Method: DFT, the ωB97M-V functional and the def2-TZVPD basis

Atoms and positions in Å:
C1 8.70996 0.66103 -0.92413
C2 8.33714 1.10923 0.36409
H1 8.88169 2.11437 0.63500
H2 8.42660 0.31315 1.09651
O1 6.85152 1.33046 0.22017
C3 5.79510 0.47765 0.40336
C4 5.95012 -0.93412 0.60692
C5 4.94040 -1.65456 0.31022
C6 3.61872 -1.15234 0.23266
C7 3.50136 0.15545 0.22886
C8 4.47249 1.27310 0.27185
O2 4.32923 2.52625 0.07732
C9 3.17114 2.81596 0.00626
H3 3.32699 4.16302 0.13060
H4 2.54144 2.72293 0.87147
H5 2.54257 2.65618 -0.65883
H6 2.48251 0.39029 0.21598
C10 2.49437 -2.11865 0.39782
N1 2.70025 -3.25502 0.41987
O3 1.27629 -3.74816 0.52506
C11 0.49643 -2.71799 0.10814
N2 1.12719 -1.53113 0.28677
C12 -0.92836 -2.76288 0.12113
H7 -1.20315 -3.89578 0.22015
H8 -1.40584 -2.25872 0.69735
C13 -1.37275 -2.16089 -1.20326
H9 -0.81181 -2.61779 -2.04880
C14 -1.45359 -0.49885 -1.04492
C15 -2.66994 -0.33146 0.08010
O4 -2.43688 -0.45493 1.24275
N3 -3.72085 0.24724 -0.66083
H10 -3.82763 0.15609 -1.74161
C16 -4.89598 0.50976 0.15822
C17 -6.03815 -0.71314 -0.09462
C18 -7.29345 -0.29477 0.73823
C19 -7.73543 1.35388 0.37613
C20 -6.66451 2.21049 0.36954
C21 -5.44625 1.87032 0.00198
H11 -5.70726 1.88998 -1.31391
H12 -4.78043 2.72411 -0.00367
H13 -6.35134 2.18024 1.76079
H14 -7.19992 3.25771 0.47566
H15 -8.17758 1.09603 -0.68120
H16 -8.70400 1.26307 0.96289
H17 -8.14040 -0.91812 0.49696
H18 -6.85543 -0.29571 1.78525
H19 -5.55404 -1.67184 0.27526
H20 -6.13750 -0.78230 -1.09680
H21 -4.59825 0.56820 1.08663
H22 -1.78592 -0.10631 -1.92468
H23 -0.50354 -0.29722 -0.65285
H24 -2.43873 -2.51047 -1.45181
H25 5.30023 -2.67867 0.40653
H26 7.09997 -1.30110 0.62261
H27 8.23267 -0.29074 -1.21801
H28 9.76284 0.52653 -0.76302
H29 8.46972 1.39096 -1.80414

## Properties
ΔE to the lowest compared entry with this formula, charge and spin = 19.986 eV
Energy = -34890.38462 eV
HOMO energy = -7.4455 eV
Net charge = 0
Largest force on an atom = 15.97 eV/A
Gap between HOMO and LUMO = 8.06 eV

These are the natural (NBO) partial charges, in e, on atoms 1 to 6: number 1, C, carries -0.63; number 2, C, carries -0.06; number 3, H, carries 0.21; number 4, H, carries 0.19; number 5, O, carries -0.55; number 6, C, carries 0.33

=====

Record 3
Molecular formula: C15H10F5N3O2W
Method: DFT, the ωB97M-V functional and the def2-TZVPD basis

Atoms and positions in Å:
W1 -1.02584 0.82900 0.46940
O1 -1.56004 -3.56361 -0.12833
C1 -0.28144 -3.78037 -0.48477
C2 0.08712 -5.11935 -0.59639
C3 1.36539 -5.44965 -0.97489
C4 2.33378 -4.46534 -1.25411
C5 1.99267 -3.15315 -1.14605
C6 0.67193 -2.76727 -0.74910
C7 0.41648 -1.38141 -0.65122
O2 -0.80809 -0.94455 -0.15943
N1 1.26266 -0.43505 -0.97013
N2 0.70519 0.76837 -0.68115
C8 1.22704 1.86892 -1.10995
C9 0.43484 3.06221 -0.85288
C10 0.78023 4.33900 -1.22060
C11 -0.11252 5.37640 -0.94383
C12 -1.31671 5.09951 -0.32019
C13 -1.61475 3.79153 0.01713
N3 -0.75260 2.78828 -0.23417
H1 -1.75814 -2.61929 -0.10528
H2 -0.65609 -5.87537 -0.38749
H3 1.63173 -6.49511 -1.06397
H4 3.33303 -4.75020 -1.54845
H5 2.71399 -2.37503 -1.35023
H6 2.15408 1.85636 -1.67100
H7 1.72422 4.52629 -1.71394
H8 0.14053 6.39073 -1.22374
H9 -2.03045 5.87940 -0.09627
H10 -2.54654 3.53328 0.50321
F1 0.26802 1.62316 3.20851
C14 -0.74737 1.12685 2.55282
F2 -1.78748 2.06564 2.43680
C15 -1.36681 -0.15334 3.11869
F3 -0.53403 -1.15368 3.06105
F4 -2.33110 -0.33748 2.03776
F5 -2.01294 -0.10568 4.23218

## Properties
ΔE to the lowest compared entry with this formula, charge and spin = 0.057 eV
Multiplicity = 3
Energy = -39677.19050 eV
HOMO energy (spin up / spin down) = -14.4131 / -14.4308 eV
Net charge = +2
Largest force on an atom = 0.69 eV/A
Gap between HOMO and LUMO (spin up / spin down) = 5.42 / 4.97 eV
<S²> = 2.0273

These are the Mulliken partial charges, in e, on atoms 1 to 6: number 1, W, carries 1.16; number 2, O, carries -0.62; number 3, C, carries 0.72; number 4, C, carries -0.78; number 5, C, carries -0.24; number 6, C, carries -0.85

=====

Record 4
Molecular formula: C3H8N2
Method: DFT, the ωB97M-V functional and the def2-TZVPD basis

Atoms and positions in Å:
C1 2.00399 -0.42850 -0.00008
N1 0.83147 -0.89701 0.03923
N2 -0.32539 -0.12624 0.14731
C2 -0.22459 1.31758 0.00763
C3 -1.49697 -0.98599 -0.00935
H1 2.17402 0.64208 0.01480
H2 2.86403 -1.14425 0.06193
H3 -1.16696 1.79902 -0.43180
H4 0.77028 1.63538 -0.70318
H5 -0.13281 1.77432 1.12540
H6 -1.96156 -1.29737 1.10416
H7 -2.33193 -0.28833 -0.70801
H8 -1.00357 -2.00068 -0.64804

## Properties
ΔE to the lowest compared entry with this formula, charge and spin = 4.984 eV
Energy = -6216.86236 eV
HOMO energy = -8.1908 eV
Net charge = 0
Largest force on an atom = 4.22 eV/A
Gap between HOMO and LUMO = 9.16 eV
SMILES = C=NN(C)C

These are the natural (NBO) partial charges, in e, on atoms 1 to 6: number 1, C, carries -0.20; number 2, N, carries -0.23; number 3, N, carries -0.33; number 4, C, carries -0.45; number 5, C, carries -0.42; number 6, H, carries 0.15

=====

Record 5
Molecular formula: C29H110BrN3O33S3
Method: DFT, the ωB97M-V functional and the def2-TZVPD basis

Atoms and positions in Å:
C1 2.96194 4.99517 0.04810
C2 4.31310 5.09043 0.82801
C3 5.45576 4.76932 -0.17231
C4 5.74016 3.24012 -0.20982
C5 5.55859 2.72591 -1.66638
C6 4.97581 1.25706 -1.67459
C7 6.14054 0.32652 -2.07914
C8 5.99348 -1.11678 -1.56829
N1 4.58770 -1.51572 -1.38745
C9 4.58688 -2.85892 -0.69522
C10 4.45995 -2.64406 0.84286
C11 3.25845 -3.47168 1.35753
C12 1.94532 -2.84329 0.76625
C13 1.03147 -2.25986 1.87915
C14 0.03197 -3.34235 2.31693
C15 -0.88669 -2.74294 3.42377
C16 -1.95120 -1.82460 2.80899
C17 3.89288 -1.59253 -2.57544
S1 4.51949 -1.76382 -4.07698
S2 2.11854 -1.51882 -2.44732
C18 1.75465 -0.10180 -1.35154
C19 0.47283 0.60138 -1.80401
C20 -0.70245 -0.36833 -2.06001
C21 -2.03653 0.11656 -1.48935
Br1 -3.39545 -1.20287 -2.09953
C22 -1.98795 0.12928 0.03481
C23 -3.26673 0.70280 0.73729
N2 -2.84199 1.60157 1.81419
S3 -4.37802 1.66436 -0.34484
O1 -4.49694 3.01927 0.12786
O2 -5.63887 1.02305 -0.28253
O3 -3.93511 1.60774 -1.87624
C24 -2.50040 1.51695 -2.01526
C25 -2.01645 1.79573 -3.41412
C26 -1.25085 2.90475 -3.62272
C27 -0.71659 3.24737 -4.83051
C28 -1.00435 2.37650 -5.86016
C29 -1.78927 1.29788 -5.55414
N3 -2.30224 0.96969 -4.39904
H1 2.90656 3.97545 -0.34405
H2 2.10496 5.24677 0.67630
H3 3.03157 5.69262 -0.79982
H4 4.44933 6.08138 1.27324
H5 4.27839 4.32202 1.60670
H6 6.39012 5.27279 0.10496
H7 5.15733 5.11391 -1.15625
H8 6.77009 3.03657 0.10305
H9 5.09348 2.66998 0.46410
H10 6.54193 2.70789 -2.14125
H11 4.93555 3.36689 -2.28990
H12 4.12049 1.20978 -2.35419
H13 4.64788 0.97826 -0.66646
H14 7.05782 0.74351 -1.63294
H15 6.29909 0.36393 -3.16293
H16 6.58373 -1.81392 -2.17933
H17 6.45239 -1.16189 -0.57228
H18 3.75950 -3.47734 -1.04682
H19 5.56712 -3.31284 -0.85970
H20 4.31520 -1.58831 1.09377
H21 5.38185 -2.97108 1.35958
H22 3.33575 -4.47298 0.93111
H23 3.16146 -3.44566 2.44452
H24 2.28135 -1.99298 0.16350
H25 1.41623 -3.54076 0.11806
H26 1.66817 -1.94734 2.70662
H27 0.54639 -1.35581 1.49114
H28 -0.57031 -3.66939 1.46246
H29 0.60223 -4.16348 2.76242
H30 -0.22378 -2.15351 4.07004
H31 -1.30447 -3.53568 4.05013
H32 -1.50593 -1.16157 2.05624
H33 -2.43160 -1.18362 3.55504
H34 -2.69356 -2.43358 2.27785
H35 1.62339 -0.38457 -0.30134
H36 2.58456 0.60532 -1.41633
H37 0.20881 1.42885 -1.13706
H38 0.71333 1.07779 -2.76532
H39 -0.46963 -1.30597 -1.53081
H40 -0.80938 -0.66423 -3.10316
H41 -1.77999 -0.89685 0.35517
H42 -1.13095 0.73518 0.35115
H43 -3.78395 -0.12481 1.22282
H44 -2.47582 2.44462 1.37801
H45 -2.05931 1.18050 2.31380
H46 -2.06331 2.26948 -1.34081
H47 -1.03215 3.54427 -2.76817
H48 -0.08722 4.11628 -4.96492
H49 -0.61285 2.53815 -6.85323
H50 -1.99746 0.60993 -6.37640
O4 -3.24852 4.73631 2.53243
H51 -3.76324 4.45304 1.75968
H52 -3.03957 5.66347 2.34983
O5 0.04189 1.73514 2.99295
H53 -0.04581 2.31670 3.76014
H54 0.81275 2.07711 2.52394
O6 -0.44391 4.53470 1.64048
H55 -1.41022 4.51832 1.74148
H56 -0.15298 5.19515 2.27771
O7 1.36052 0.26317 3.59273
H57 0.53231 0.75241 3.48307
H58 1.32099 -0.06730 4.49774
O8 -7.12657 -1.72462 -0.62640
H59 -6.87208 -0.80275 -0.48925
H60 -8.08876 -1.70710 -0.64091
O9 -1.77213 4.20090 5.14758
H61 -2.17414 4.43041 4.29694
H62 -1.03095 4.80925 5.23673
O10 6.59796 4.87833 -3.47132
H63 6.30619 5.07764 -4.36878
H64 7.21571 5.58950 -3.26185
O11 7.66683 -3.55673 1.62814
H65 8.54302 -3.54354 2.02845
H66 7.42288 -4.48910 1.63088
O12 1.05018 -4.62764 -1.72366
H67 0.59298 -4.88980 -2.53135
H68 1.23746 -3.68545 -1.85960
O13 3.82367 6.81070 -2.53259
H69 4.61825 6.27096 -2.63949
H70 3.25988 6.54376 -3.26708
O14 2.86919 2.85390 -3.86120
H71 3.44840 2.87455 -4.63109
H72 2.34031 2.05773 -3.98930
O15 4.67906 0.45628 3.26849
H73 3.72036 0.38031 3.17622
H74 4.79589 1.10471 3.97034
O16 1.76921 -6.29718 1.08955
H75 2.32324 -7.08446 1.06688
H76 1.35229 -6.27316 0.21773
O17 -2.21616 -4.90624 5.80779
H77 -1.45700 -5.49870 5.77722
H78 -2.68184 -5.08305 4.98245
O18 -1.22371 -2.69192 7.58726
H79 -1.77273 -3.47097 7.42354
H80 -1.84669 -1.95851 7.57094
O19 1.97394 -4.07566 -4.70915
H81 1.65791 -3.83832 -5.58733
H82 2.67126 -3.42679 -4.52760
O20 -5.27846 6.16644 1.81729
H83 -6.07710 6.70431 1.83946
H84 -5.16280 5.87113 2.72778
O21 -4.06079 -4.51304 -1.45635
H85 -3.76851 -3.59879 -1.34741
H86 -5.02497 -4.45345 -1.43282
O22 -4.16231 -6.73082 4.10337
H87 -4.71135 -7.50917 3.94675
H88 -4.78704 -5.99761 4.08490
O23 -2.00726 3.70139 -8.53792
H89 -2.64180 2.97772 -8.58631
H90 -2.55438 4.48073 -8.37892
O24 -4.56964 -9.55406 5.90611
H91 -4.85499 -9.02370 6.66467
H92 -3.74454 -9.14111 5.62940
O25 -6.33286 -7.52742 6.88833
H93 -6.64901 -7.79502 6.00991
H94 -6.15274 -6.58660 6.79576
O26 0.07501 4.48528 -0.92206
H95 0.15626 5.41978 -0.70621
H96 -0.46967 4.12641 -0.20722
O27 -3.52223 5.32746 -10.40028
H97 -2.84337 4.68226 -10.63260
H98 -4.18396 5.23975 -11.09458
O28 9.17333 1.80438 -2.18509
H99 9.52707 2.09231 -3.03363
H100 9.87178 1.25372 -1.81431
O29 -8.09685 -7.71762 4.66593
H101 -8.63403 -8.49954 4.49582
H102 -8.72772 -6.99275 4.62416
O30 -2.59268 7.83694 2.17614
H103 -2.99283 8.06517 1.32906
H104 -1.84704 8.44105 2.26109
O31 -5.80012 -5.35049 -3.65434
H105 -5.77742 -5.10850 -4.58563
H106 -4.92121 -5.11417 -3.32522
O32 -10.56138 -8.31493 3.16984
H107 -11.09326 -9.10157 3.00584
H108 -11.19467 -7.59001 3.12773
O33 -7.43496 4.35926 0.50272
H109 -6.77010 3.68238 0.31961
H110 -8.09263 4.23198 -0.18916

## Properties
Energy = -206441.32010 eV
HOMO energy = -8.3677 eV
Net charge = 0
Largest force on an atom = 6.56 eV/A
Gap between HOMO and LUMO = 8.14 eV

These are the Mulliken partial charges, in e, on atoms 1 to 6: number 1, C, carries -0.30; number 2, C, carries -1.01; number 3, C, carries 0.25; number 4, C, carries -0.85; number 5, C, carries -0.60; number 6, C, carries 0.81

=====

Record 6
Molecular formula: C5H13NO
Method: DFT, the ωB97M-V functional and the def2-TZVPD basis

Atoms and positions in Å:
C1 1.15462 -1.18267 -0.02322
N1 0.67982 0.10797 -0.52733
C2 1.36145 1.20322 0.18514
C3 0.27284 2.22091 0.56336
C4 -0.92475 1.30998 0.76956
C5 -0.76321 0.32963 -0.38623
H1 2.23434 -1.12620 -0.02880
H2 0.81078 -2.01723 -0.63309
H3 0.78912 -1.39781 0.98642
H4 1.83011 0.82091 1.09474
H5 2.18085 1.59719 -0.40474
H6 0.09508 2.82729 -0.31804
H7 0.65037 2.80133 1.40346
H8 -1.85265 1.87982 0.73294
H9 -0.87713 0.84180 1.73414
H10 -1.32019 -0.58379 -0.22056
H11 -1.20120 0.75931 -1.29506
O1 -1.41155 -3.18594 -1.23276
H12 -2.36245 -3.04771 -1.12666
H13 -1.34625 -4.15800 -1.27328

## Properties
ΔE to the lowest compared entry with this formula, charge and spin = 1.165 eV
Energy = -8932.84632 eV
HOMO energy = -8.0102 eV
Net charge = 0
Largest force on an atom = 1.36 eV/A
Gap between HOMO and LUMO = 8.72 eV
SMILES = CN1CCCC1.O

These are the natural (NBO) partial charges, in e, on atoms 1 to 6: number 1, C, carries -0.41; number 2, N, carries -0.44; number 3, C, carries -0.22; number 4, C, carries -0.42; number 5, C, carries -0.42; number 6, C, carries -0.22

=====

Question: Which of these has the highest largest force on an atom?
Answer: C21H29N3O4